This record from OMol25 describes a 9-piece molecular cluster, C36H99N9O9 overall. The level of theory is ωB97M-V with the def2-TZVPD basis set.

Computed properties:
ΔE to the lowest compared entry with this formula, charge and spin	38.4	kcal/mol
DFT total energy	-70770.6444	eV
SMILES	COC[C@H](C)N.COC[C@H](C)N.COC[C@H](C)N.COC[C@H](C)N.COC[C@H](C)N.COC[C@H](C)N.COC[C@H](C)N.COC[C@H](C)N.COC[C@H](C)N
total charge	0

Each line ends with the Mulliken charge.
CARTESIAN COORDINATES (ANGSTROEM)
C  -5.14823  -5.67034  -0.55821  -1.6158
C  -4.40983  -4.35880  -0.64934  0.8748
C  -3.64281  -4.03394  0.64529  0.0439
O  -4.41838  -3.72546  1.77142  -0.3600
C  -4.49137  -4.75043  2.75438  -0.7221
N  -3.45202  -4.40651  -1.75650  -0.5455
H  -5.77149  -5.66771  0.34026  0.3146
H  -4.45334  -6.51014  -0.46294  0.3588
H  -5.83000  -5.90799  -1.37883  0.4263
H  -5.16961  -3.57515  -0.77486  0.1730
H  -3.08396  -3.13825  0.34024  -0.4946
H  -2.84064  -4.76104  0.81726  0.4691
H  -3.56086  -5.31670  2.83633  0.3308
H  -5.31958  -5.43870  2.54650  0.2869
H  -4.73976  -4.22784  3.67832  0.2672
H  -3.99797  -4.72995  -2.55216  0.2777
H  -3.09691  -3.49718  -2.05666  0.0955
C  -3.11231  3.83706  -0.38506  -1.1617
C  -3.27227  4.33409  -1.79511  0.9043
C  -4.71325  4.45449  -2.24497  -0.8234
O  -5.32903  3.19090  -2.11210  -0.2421
C  -6.71604  3.27228  -1.98897  -0.7879
N  -2.59579  5.65239  -1.94112  -0.8151
H  -3.43188  2.80185  -0.23834  0.2931
H  -3.65891  4.42986  0.35477  0.3351
H  -2.07903  3.82143  -0.02508  0.0243
H  -2.65751  3.71149  -2.46058  0.1111
H  -4.83791  4.78742  -3.28435  0.3586
H  -5.16091  5.21870  -1.59242  0.4035
H  -7.30714  3.33976  -2.91159  0.2927
H  -7.01864  4.06505  -1.30180  0.3396
H  -7.12056  2.34106  -1.57850  0.2402
H  -1.58703  5.55743  -1.99191  0.2566
H  -2.82539  6.02045  -2.86361  0.2666
C  1.04085  3.49262  -1.86573  -1.3959
C  1.36067  3.78187  -0.40676  1.3504
C  1.15480  5.17481  0.10902  -0.8038
O  2.11508  6.05775  -0.47967  -0.3636
C  1.94865  7.36489  0.01283  -0.7094
N  0.68601  2.79762  0.46354  -0.0846
H  -0.00415  3.76158  -2.07022  -0.1207
H  1.16349  2.43799  -2.09467  0.2370
H  1.62669  4.18478  -2.47386  0.4997
H  2.43236  3.53367  -0.27485  -0.0738
H  1.33594  5.26165  1.18431  0.6340
H  0.14642  5.48827  -0.19547  0.2509
H  0.96158  7.80137  -0.14241  0.2864
H  2.72012  7.95978  -0.47642  0.2862
H  2.20605  7.41006  1.07900  0.2481
H  1.02833  1.86451  0.22029  0.1271
H  0.98882  3.01085  1.40905  -0.1978
C  -2.76399  -0.08288  5.74213  -1.6834
C  -2.64078  -0.58232  4.31991  1.5294
C  -2.51717  -2.10340  4.21488  0.0966
O  -1.44354  -2.56526  4.99678  -0.4671
C  -0.33559  -2.96754  4.23871  -0.4087
N  -3.82753  -0.15376  3.55202  -0.7779
H  -1.88147  -0.20404  6.36927  0.3391
H  -3.56967  -0.58119  6.29154  0.3462
H  -3.04894  0.97280  5.75008  0.4131
H  -1.71959  -0.17532  3.87594  -0.5181
H  -2.49351  -2.36070  3.14970  -0.3032
H  -3.43652  -2.55377  4.60321  0.3243
H  0.41463  -3.31461  4.94512  0.3270
H  0.04016  -2.16844  3.58430  -0.0092
H  -0.58983  -3.76690  3.52277  0.3108
H  -3.69024  0.83519  3.33969  0.3390
H  -3.77399  -0.55666  2.61401  0.2617
C  2.96869  1.04529  -6.71339  -1.4827
C  2.38781  -0.34980  -6.53062  0.3865
C  2.58409  -1.00396  -5.18907  0.5537
O  3.90748  -1.48521  -5.04642  -0.4537
C  4.11687  -2.09259  -3.79926  -0.2852
N  0.95838  -0.26817  -6.93236  -0.6973
H  2.64585  1.51189  -7.64162  0.4282
H  4.05763  0.97578  -6.80549  0.3494
H  2.74777  1.71226  -5.87782  0.2646
H  2.79713  -1.07992  -7.24220  0.3002
H  1.85419  -1.81266  -5.08120  0.1324
H  2.34714  -0.28543  -4.38303  -0.3537
H  3.94948  -1.38987  -2.98331  0.0661
H  5.17199  -2.37737  -3.80049  0.3192
H  3.58289  -3.03535  -3.64430  0.2807
H  0.45619  -1.10469  -6.59763  0.1940
H  0.48842  0.43542  -6.35312  0.2919
C  -1.08560  -1.84058  0.73711  -0.9919
C  -0.35795  -0.56855  0.41785  0.8563
C  1.09664  -0.84161  0.05998  -0.6605
O  1.86073  0.33238  -0.13108  0.0995
C  3.10676  0.07442  -0.71939  -0.5991
N  -1.03850  0.19831  -0.62705  -0.1773
H  -0.68298  -2.45805  1.53605  0.0689
H  -1.15741  -2.49837  -0.13694  0.3352
H  -2.10737  -1.57107  1.01783  0.1302
H  -0.31004  0.01737  1.35314  0.3443
H  1.12420  -1.48978  -0.82948  -0.5417
H  1.57007  -1.44298  0.84949  0.3630
H  2.94350  -0.21566  -1.76133  -0.3252
H  3.73012  -0.67063  -0.22076  0.2180
H  3.66975  1.00484  -0.80230  0.4553
H  -0.59467  1.11718  -0.59556  -0.1895
H  -2.01246  0.42585  -0.45159  0.2506
C  -0.27396  -3.15633  -2.87221  -1.5670
C  -0.95231  -1.97573  -3.54227  1.2057
C  -1.60982  -2.32680  -4.86527  -0.9824
O  -0.58225  -2.66431  -5.81126  -0.3058
C  -1.11697  -3.29133  -6.94028  -0.9102
N  -2.03549  -1.51330  -2.64382  -0.5721
H  0.30341  -2.82110  -2.00849  0.1499
H  0.48708  -3.56582  -3.55199  0.4310
H  -0.87305  -4.04912  -2.69565  0.3201
H  -0.21117  -1.18413  -3.69806  0.1131
H  -2.15780  -1.45409  -5.23474  0.3757
H  -2.27373  -3.18478  -4.73261  0.4340
H  -1.79361  -4.12406  -6.71148  0.3184
H  -0.33049  -3.72240  -7.56295  0.2737
H  -1.67316  -2.62967  -7.61802  0.3420
H  -1.53730  -1.18920  -1.81253  -0.2418
H  -2.55339  -0.69249  -2.94393  0.2819
C  5.35050  -3.00046  1.84480  -1.6697
C  4.93124  -1.83439  2.73788  1.9986
C  4.38268  -2.23689  4.09775  -1.0734
O  3.93859  -1.03747  4.72750  -0.3705
C  3.23960  -1.30218  5.92820  -0.6041
N  6.13118  -0.96954  2.88173  -0.8133
H  4.71766  -3.89309  1.88263  0.3480
H  6.30642  -3.39990  2.18784  0.4270
H  5.44169  -2.61974  0.82963  0.3440
H  4.13952  -1.26349  2.23369  -0.8125
H  5.25137  -2.57017  4.68049  0.4073
H  3.59596  -2.98725  4.01492  0.3338
H  3.05668  -0.34089  6.41797  0.2404
H  3.83059  -1.81351  6.69748  0.3374
H  2.27948  -1.77375  5.71369  0.0737
H  6.05877  -0.22308  2.19015  0.2997
H  6.00503  -0.41580  3.73410  0.3117
C  1.69862  2.47659  5.27362  -1.9294
C  1.77408  2.02719  3.80449  0.5351
C  2.99335  2.60669  3.08572  -0.3773
O  2.88231  4.01830  3.12228  -0.4175
C  3.95822  4.68742  2.52182  -0.7207
N  1.72753  0.56676  3.72529  0.0195
H  0.84654  1.93365  5.68337  0.4209
H  1.49171  3.54146  5.33799  0.4124
H  2.61560  2.20641  5.79904  0.3298
H  0.82599  2.37143  3.38061  0.4811
H  3.08266  2.35274  2.01657  0.0876
H  3.91779  2.20430  3.52912  0.6748
H  3.93424  5.76758  2.65143  0.2620
H  4.00925  4.54159  1.43245  0.2257
H  4.90993  4.31265  2.91909  0.3348
H  1.67137  0.27775  2.75019  -0.1337
H  2.62731  0.19018  4.04960  -0.0454

Force components x, y, z for each atom (eV/Å):
-0.29 -0.69 0.56
-0.20 -0.03 0.34
0.65 0.78 -1.48
0.24 -0.37 0.04
-0.67 0.39 -0.12
-0.37 -0.20 -0.40
0.01 0.01 -0.03
0.08 0.08 -0.04
0.18 0.31 -0.21
0.10 0.16 0.04
-0.31 -0.04 0.44
-0.33 -0.40 0.26
0.04 0.12 0.09
0.17 -0.07 -0.07
0.22 -0.24 0.13
0.31 -0.16 -0.08
-0.10 0.19 0.44
0.03 -0.50 1.14
1.91 0.36 -0.82
0.14 -0.07 0.08
-0.04 0.07 0.10
-1.22 -0.70 0.37
-0.68 0.65 -0.20
-0.28 0.05 -0.36
-0.13 0.17 -0.26
0.15 0.26 -0.41
-0.80 -0.79 0.01
0.33 0.16 0.04
-0.25 -0.18 -0.02
0.56 0.57 -0.37
0.02 0.17 -0.06
0.52 -0.07 0.27
-0.04 -0.31 0.34
-0.13 0.08 0.17
-0.74 1.39 0.38
1.46 -2.00 0.54
0.23 0.66 -0.75
-0.63 -0.29 -0.27
1.13 0.15 0.17
-0.71 0.62 -0.07
-0.06 -0.21 0.07
0.31 0.01 -0.18
0.22 -0.48 -0.25
0.12 0.61 -0.32
-0.57 -0.44 0.18
-0.09 0.20 0.48
-0.14 -0.15 -0.15
-0.24 0.17 -0.18
-0.31 -0.09 0.14
0.08 0.64 0.31
-0.18 -0.28 0.04
-0.49 0.17 0.67
0.24 -0.18 -0.29
-1.01 0.68 0.36
0.12 -0.29 -0.28
-0.06 -0.07 -0.59
0.49 0.29 -0.55
0.24 -0.03 -0.37
-0.07 -0.17 -0.29
0.20 0.05 -0.10
0.07 0.07 0.10
0.45 -0.32 0.13
0.01 0.04 0.08
0.16 0.04 -0.17
0.24 0.25 0.46
-0.06 -0.23 0.38
-0.30 0.00 0.34
-0.17 -0.30 0.23
1.15 -0.39 -0.06
-1.03 -0.15 -1.24
-0.17 0.35 0.70
-0.49 0.07 -0.13
1.12 -0.25 -0.23
-0.66 -0.27 1.23
-0.33 -0.14 0.01
-0.02 0.08 0.27
-0.16 -0.08 0.05
0.37 0.43 -0.08
0.08 -0.24 -0.08
0.12 0.03 0.04
-0.15 -0.10 0.10
0.01 0.13 0.18
-0.52 0.20 -0.10
0.47 0.10 -0.46
0.34 0.25 -0.30
-0.62 -0.51 -0.51
0.46 0.77 1.21
-0.05 -0.91 -0.33
-0.17 -0.34 0.37
0.23 0.51 -1.12
0.98 0.81 0.09
0.28 0.31 0.12
0.02 0.16 0.02
0.06 -0.09 0.03
-0.10 0.03 0.00
0.09 0.37 -0.15
-0.16 0.06 0.18
0.03 -0.35 0.07
-0.24 -0.14 0.27
-0.09 0.11 0.40
-0.14 -0.01 -0.39
-0.03 -0.46 0.48
1.27 -0.42 -1.04
-1.28 0.09 0.26
1.08 0.04 -0.19
-0.53 -0.19 0.35
-0.26 -0.58 -1.17
0.39 -0.60 0.36
-0.42 -0.27 0.20
0.07 0.35 -0.08
-0.55 0.45 0.51
0.11 0.00 -0.18
-0.23 -0.09 -0.04
-0.16 0.06 0.00
0.04 0.08 0.38
0.29 0.16 0.32
-0.01 0.32 0.33
-0.46 0.06 -0.27
0.29 -0.05 -0.47
0.01 -0.48 0.53
0.04 0.01 -0.45
1.27 0.90 -0.21
-0.07 -0.55 0.24
0.03 0.93 0.65
-0.67 0.81 0.53
-0.52 0.41 -0.22
0.22 0.39 -0.13
0.13 -0.31 -0.12
-0.16 -0.13 0.03
-0.27 -0.65 0.09
-0.06 -0.03 0.10
-0.28 0.07 -0.37
0.06 -0.58 -0.49
0.06 -0.22 0.19
0.26 -0.34 -0.24
0.11 -0.34 0.03
-0.15 -0.49 -0.71
-0.28 -0.09 0.17
-0.30 0.41 -0.64
0.00 0.45 0.46
0.87 -0.33 -0.58
0.65 -0.13 -0.03
0.12 0.02 0.31
0.25 0.06 0.08
-0.03 0.12 0.18
0.25 0.24 -0.42
-0.42 -0.52 0.06
0.00 0.36 0.38
-0.43 -0.05 0.45
-0.25 -0.24 0.00
0.01 0.12 0.11
-0.08 0.12 0.01
-0.48 0.03 -0.11